--- 1 ---
Density functional theory data (the ωB97M-V functional and the def2-TZVPD basis) for 2 unconnected molecules or ions with the total composition C3H9NO4S.

Computed properties:
HOMO = -0.3665 hartree
2S+1 = 1
Kohn-Sham gap = 10.5 eV
structure (SMILES) = NS(=O)(=O)O.CC(C)=O

Each line ends with the Löwdin charge.
Atoms and positions in Å:
S -2.972 -0.026 0.084  0.5015
O -0.152 0.451 0.309  0.0217
O -2.224 -1.190 -0.259  -0.2774
O -2.741 0.428 1.556  -0.1065
O -4.382 -0.288 -0.001  -0.2928
N -2.497 1.247 -0.885  -0.0474
C 0.794 -0.166 -0.089  -0.5495
C 1.653 0.254 -1.220  -0.0345
C 1.200 -1.455 0.501  -0.0224
H 1.632 1.365 -1.594  0.1236
H -3.161 2.019 -0.797  0.0881
H 1.005 -2.253 -0.182  0.0883
H -2.396 0.898 -1.806  0.0605
H -1.820 0.523 1.685  0.0446
H 2.645 -0.203 -1.221  0.0748
H 2.228 -1.328 0.862  0.0891
H 1.200 -0.123 -2.197  0.1096
H 0.633 -1.507 1.521  0.1286

=====

--- 2 ---
Density functional theory data (the ωB97M-V functional and the def2-TZVPD basis) for 2 unconnected molecules or ions with the total composition C3H9NO4S.

Computed properties:
HOMO = -0.3757 hartree
2S+1 = 1
Kohn-Sham gap = 10.6 eV
structure (SMILES) = NS(=O)(=O)C(O)O.C=C

Each line ends with the Löwdin charge.
Atoms and positions in Å:
S 1.301 -1.435 0.986  0.5939
O -0.732 -2.331 -0.303  -0.0192
O 0.826 -2.509 1.732  -0.2729
O 2.470 -1.718 0.197  -0.2894
O -0.950 -0.130 0.582  -0.1053
N 1.549 -0.133 1.989  -0.0481
C -0.136 -1.097 -0.131  -0.4583
C -0.485 1.996 -2.082  -0.0907
C -1.084 2.130 -0.907  -0.1102
H 0.206 -0.745 -1.193  0.1702
H -0.836 -2.787 0.565  0.1104
H -1.927 -0.382 0.625  0.1462
H 2.083 0.658 1.425  0.1506
H 0.746 0.156 2.379  -0.0019
H -2.134 1.822 -0.717  0.0632
H -0.995 1.634 -2.885  0.0047
H 0.564 2.497 -2.246  0.0964
H -0.466 2.377 -0.016  0.0604

=====

Energetically preferred structure: 1 | next structure: +37.3 kcal/mol

=====

--- 1 ---
Density functional theory data (the ωB97M-V functional and the def2-TZVPD basis) for 2 unconnected molecules or ions with the total composition C6H17NO.

Computed properties:
HOMO = -0.3004 hartree
2S+1 = 1
Kohn-Sham gap = 8.9 eV
structure (SMILES) = CCN[C@@H](C)CC.O

Each line ends with the Löwdin charge.
Atoms and positions in Å:
O 3.154 -0.873 0.803  -0.0516
N -0.289 0.646 -0.997  -0.0503
C 0.112 0.743 0.412  -0.4308
C -1.091 0.917 1.320  -0.2310
C -2.035 -0.287 1.316  -0.1035
C -0.781 -1.696 -1.807  -0.0893
C 1.141 1.868 0.635  -0.0636
C 0.166 -0.488 -1.758  -0.2874
H -2.786 -0.158 2.089  0.0657
H 3.446 -1.789 0.758  0.0410
H 0.627 -0.182 0.675  0.1147
H -1.467 -1.194 1.511  0.0709
H -2.550 -0.437 0.360  0.0601
H -0.522 -2.278 -2.688  0.0623
H -1.657 1.797 1.000  0.1129
H 1.867 1.601 1.412  0.0668
H -1.799 -1.334 -1.903  0.0614
H -0.761 1.085 2.345  0.1132
H 3.304 -0.459 -0.047  0.0300
H 0.607 2.765 0.978  0.0710
H -1.257 0.903 -1.105  0.1014
H -0.676 -2.322 -0.913  0.0681
H 1.139 -0.747 -1.347  0.0930
H 0.369 -0.181 -2.795  0.1030
H 1.737 2.098 -0.253  0.0720

=====

--- 2 ---
Density functional theory data (the ωB97M-V functional and the def2-TZVPD basis) for a molecular structure, C6H17NO.

Computed properties:
HOMO = -0.2702 hartree
2S+1 = 1
Kohn-Sham gap = 6.0 eV

Each line ends with the Löwdin charge.
Atoms and positions in Å:
O 0.731 -0.933 1.330  -0.2030
N -0.712 -2.180 -0.436  -0.2152
C -0.850 -0.893 -0.977  -0.2073
C 0.074 2.514 0.620  -0.2205
C 0.967 1.701 -0.105  -0.0808
C 1.955 0.925 0.583  -0.0710
C -1.034 3.030 0.105  0.0424
C -0.252 -3.235 -1.282  -0.1709
H 0.783 -3.121 -1.635  0.0648
H 0.196 2.586 1.697  0.1216
H -1.588 3.713 0.701  0.0627
H -0.283 -4.167 -0.722  0.0678
H 0.727 1.570 -1.152  0.1147
H 1.299 -1.320 2.008  0.0419
H -0.848 -3.330 -2.192  0.0711
H -1.356 2.818 -0.927  0.0921
H -0.676 -0.200 -0.190  -0.0040
H -1.771 -0.680 -1.513  0.0813
H -0.079 -1.918 0.421  0.0710
H -2.206 0.891 1.823  0.0711
H 0.073 -0.721 -1.582  0.0844
H 1.467 -0.086 0.907  -0.0449
H -1.827 0.813 1.185  0.0279
H 2.404 1.466 1.417  0.1024
H 2.806 0.760 -0.084  0.1004

=====

--- 3 ---
Density functional theory data (the ωB97M-V functional and the def2-TZVPD basis) for 2 unconnected molecules or ions with the total composition C6H17NO.

Computed properties:
HOMO = -0.3222 hartree
2S+1 = 1
Kohn-Sham gap = 9.4 eV
structure (SMILES) = CCCNC(C)C.O

Each line ends with the Löwdin charge.
Atoms and positions in Å:
O 0.750 7.217 -1.330  -0.0753
N -0.300 -0.688 1.408  -0.0635
C 1.684 0.619 -1.544  -0.1113
C 1.516 -0.006 -0.148  -0.2367
C -1.325 -2.877 1.908  -0.0523
C -0.691 -1.979 0.827  -0.4427
C 0.169 0.352 0.483  -0.2467
C -1.600 -1.843 -0.403  -0.0640
H 1.052 0.095 -2.245  0.0603
H -2.284 -2.693 -0.470  0.0680
H 2.699 0.572 -1.902  0.0619
H 0.906 6.303 -1.021  0.0409
H 1.324 1.647 -1.576  0.0670
H 2.358 0.242 0.484  0.1002
H -1.083 -0.299 1.910  0.0976
H 0.303 1.209 1.133  0.1134
H -2.189 -0.937 -0.309  0.0718
H -1.122 -1.759 -1.379  0.0693
H -1.455 -2.354 2.854  0.0706
H -0.541 0.565 -0.328  0.0999
H 1.007 7.181 -2.264  0.0344
H 0.250 -2.456 0.554  0.1122
H -2.275 -3.284 1.587  0.0601
H -0.679 -3.735 2.079  0.0714
H 1.528 -1.092 -0.311  0.0936

=====

--- 4 ---
Density functional theory data (the ωB97M-V functional and the def2-TZVPD basis) for a molecular structure, C6H17NO.

Computed properties:
HOMO = -0.3317 hartree
2S+1 = 1
Kohn-Sham gap = 8.0 eV

Each line ends with the Löwdin charge.
Atoms and positions in Å:
O -0.653 1.086 1.725  -0.0954
N -0.279 -1.572 -0.102  0.0790
C 2.261 -0.852 0.064  -0.1260
C 2.060 0.302 -0.889  -0.3119
C -2.034 0.479 -1.173  -0.0792
C -1.111 -0.887 0.770  -0.2727
C 1.738 1.436 0.009  -0.1350
C -2.382 -0.386 0.042  -0.2008
H -1.816 1.492 -0.850  0.0759
H -2.919 -1.313 -0.198  0.1192
H -1.271 -1.417 1.709  0.1328
H 3.051 -1.541 -0.220  0.0720
H 2.407 1.447 0.877  0.0784
H -2.794 0.382 -1.935  0.0711
H -0.655 0.200 1.054  -0.0375
H 2.930 0.322 -1.538  0.0955
H 1.151 0.028 -1.482  0.0904
H 1.674 2.464 -0.367  0.0826
H 2.419 -0.504 1.088  0.0741
H -2.954 0.206 0.703  0.0852
H -1.540 1.336 1.462  0.0211
H 1.240 -1.408 0.149  0.0276
H -1.104 0.089 -1.619  0.0612
H 0.817 1.113 0.448  0.0189
H -0.238 -2.503 0.271  0.0734

=====

Energetically preferred structure: 1 | next structure: +4.7 kcal/mol

=====

--- 1 ---
Density functional theory data (the ωB97M-V functional and the def2-TZVPD basis) for 2 unconnected molecules or ions with the total composition C4H14NO.

Computed properties:
HOMO = -0.5514 hartree
2S+1 = 1
Kohn-Sham gap = 11.8 eV
total charge = +1

Each line ends with the Löwdin charge.
Atoms and positions in Å:
O 0.091 -0.534 1.067  -0.0839
N 1.505 0.913 -0.611  0.0972
C -1.177 -0.819 -1.019  -0.0682
C -2.347 -0.142 1.136  -0.0394
C 2.917 0.860 -0.365  -0.0402
C -1.205 -0.958 0.498  -0.4122
H -2.010 -1.318 -1.523  0.0954
H 0.936 0.422 0.138  0.0903
H 1.270 0.477 -1.495  0.1421
H 3.128 -0.153 0.009  0.1136
H 1.184 1.869 -0.737  0.1692
H -1.249 -2.034 0.748  0.1487
H -2.706 -0.738 1.989  0.0931
H -0.144 -0.351 1.970  0.1009
H 3.474 0.984 -1.314  0.1192
H -1.263 0.286 -1.331  0.1074
H -2.080 0.884 1.371  0.0845
H 3.125 1.571 0.431  0.1093
H -3.220 -0.005 0.474  0.0937
H -0.230 -1.214 -1.435  0.0791

=====

--- 2 ---
Density functional theory data (the ωB97M-V functional and the def2-TZVPD basis) for 2 unconnected molecules or ions with the total composition C4H14NO.

Computed properties:
HOMO = -0.5857 hartree
2S+1 = 1
Kohn-Sham gap = 12.8 eV
total charge = +1

Each line ends with the Löwdin charge.
Atoms and positions in Å:
O 2.417 -1.180 0.892  -0.0392
N 0.502 0.779 0.733  0.1992
C -0.941 1.464 -1.915  -0.0791
C -0.977 -1.206 0.963  -0.0409
C -0.835 0.114 -1.222  -0.2164
C -0.812 0.166 0.301  -0.3459
H -0.638 -2.011 0.306  0.0889
H -2.022 -1.395 1.199  0.0933
H 0.381 1.266 1.622  0.1729
H 0.045 -0.466 -1.518  0.1239
H -1.614 0.765 0.732  0.1526
H 2.513 -1.983 0.354  0.0885
H 1.290 0.093 0.889  0.1044
H -1.712 -0.488 -1.471  0.1296
H -0.709 1.370 -2.977  0.0875
H -0.426 -1.310 1.899  0.0847
H -1.966 1.816 -1.834  0.0882
H 0.822 1.476 0.059  0.1484
H -0.213 2.207 -1.578  0.0694
H 3.048 -1.324 1.618  0.0898

=====

Energetically preferred structure: 2 | next structure: +17.3 kcal/mol

=====

--- 1 ---
Density functional theory data (the ωB97M-V functional and the def2-TZVPD basis) for 2 unconnected molecules or ions with the total composition C4H14NO.

Computed properties:
HOMO = -0.5711 hartree
2S+1 = 1
Kohn-Sham gap = 12.4 eV
total charge = +1

Each line ends with the Löwdin charge.
Atoms and positions in Å:
O 0.113 -0.955 2.834  -0.0350
N 0.070 1.175 0.863  0.1814
C -1.157 0.896 -0.010  -0.1184
C 1.554 -0.402 -1.657  -0.0963
C 0.091 -0.243 -2.011  -0.2311
C -0.928 -0.341 -0.856  -0.1842
H 1.936 0.211 -0.840  0.0514
H 0.238 2.135 1.163  0.1740
H -0.439 -1.700 3.078  0.0692
H 0.909 -0.974 3.373  0.0682
H 1.742 -1.422 -1.312  0.0900
H -0.085 0.678 -2.572  0.1167
H 0.903 0.965 0.309  0.1119
H -1.909 -0.558 -1.266  0.1238
H -1.957 0.822 0.717  0.1288
H -0.607 -1.155 -0.204  0.1191
H 2.257 -0.287 -2.456  0.0781
H -1.285 1.821 -0.564  0.1314
H 0.186 0.493 1.627  0.1049
H -0.192 -1.094 -2.629  0.1161

=====

--- 2 ---
Density functional theory data (the ωB97M-V functional and the def2-TZVPD basis) for 2 unconnected molecules or ions with the total composition C4H14NO.

Computed properties:
HOMO = -0.5032 hartree
2S+1 = 1
Kohn-Sham gap = 10.3 eV
total charge = +1

Each line ends with the Löwdin charge.
Atoms and positions in Å:
O -0.442 1.841 0.397  -0.1078
N -0.271 -2.138 0.965  -0.0359
C -0.011 -0.887 1.753  0.0075
C 0.812 1.345 -1.583  -0.0913
C 0.250 2.439 -0.715  -0.2927
C -0.606 -1.882 -0.467  0.0088
H -0.915 -0.290 1.740  0.0974
H 0.011 0.697 -1.942  0.0667
H 0.542 -2.750 1.022  0.1791
H 0.787 -0.339 1.271  0.0922
H -0.445 3.060 -1.280  0.1175
H -0.837 -2.823 -0.949  0.1070
H 1.554 0.756 -1.040  0.0697
H -0.822 2.570 0.898  0.0911
H -1.448 -1.197 -0.506  0.1115
H 0.259 -1.169 2.764  0.1071
H 1.048 3.079 -0.341  0.1161
H 0.257 -1.423 -0.941  0.0891
H -1.031 -2.659 1.407  0.1807
H 1.307 1.769 -2.454  0.0862

=====

Energetically preferred structure: 1 | next structure: +14.3 kcal/mol